{
  "formula": "H12O5S",
  "method": "ωB97M-V with the def2-TZVPD basis set",
  "species": ["O", "H", "H", "O", "H", "H", "O", "H", "H", "O", "H", "H", "O", "H", "H", "S", "H", "H"],
  "xyz": [[1.055, 2.782, 0.464], [0.219, 3.011, 0.908], [1.736, 2.979, 1.089], [1.161, 0.242, -0.685], [1.233, 1.171, -0.470], [1.837, -0.205, -0.115], [-1.535, 0.337, -0.687], [-1.707, 1.041, -1.341], [-0.554, 0.225, -0.749], [1.424, -0.420, 2.284], [0.625, -0.894, 2.010], [1.959, -1.144, 2.623], [-1.958, 1.948, 1.534], [-1.546, 1.393, 0.861], [-2.861, 1.848, 1.325], [-0.057, -2.733, -1.759], [-0.855, -2.050, -0.926], [0.188, -3.648, -0.827]],
  "forces_ev_per_angstrom": [[-1.0, 0.1, -0.5], [0.3, -0.2, -0.1], [0.6, 0.2, 0.6], [1.0, -1.2, 0.2], [0.2, 0.8, 0.4], [-1.1, 0.6, -0.6], [0.3, 0.6, -0.6], [-0.1, -0.5, 0.3], [-0.2, -0.2, 0.1], [-0.2, -0.6, -0.2], [0.0, 0.4, 0.0], [0.3, 0.1, 0.2], [1.6, 0.5, 0.5], [0.1, -0.3, -0.2], [-1.7, 0.0, -0.2], [-0.1, 0.1, 0.0], [0.0, 0.0, -0.1], [0.1, -0.3, 0.1]],
  "homo_lumo_gap_ev": 9.88,
  "relative_energy_kcal_mol": 6.6,
  "homo_energy_ev": -9.51,
  "smiles": "O.O.O.O.O.S",
  "total_charge": 0,
  "lumo_ev": 0.4,
  "e_tot_ev": -21267.7571
}

{
  "formula": "C17H17N5O3S2",
  "method": "ωB97M-V with the def2-TZVPD basis set",
  "species": ["C", "C", "O", "C", "O", "C", "C", "C", "C", "C", "C", "C", "C", "C", "S", "C", "N", "C", "O", "C", "S", "C", "N", "N", "N", "N", "C", "H", "H", "H", "H", "H", "H", "H", "H", "H", "H", "H", "H", "H", "H", "H", "H", "H"],
  "xyz": [[2.686, 3.633, 0.649], [2.205, 2.812, -0.539], [1.776, 1.514, -0.131], [0.523, 1.389, 0.292], [-0.260, 2.324, 0.361], [0.171, 0.028, 0.687], [0.991, -1.144, 0.675], [2.361, -1.213, 0.147], [2.594, -0.967, -1.203], [3.877, -1.048, -1.709], [4.936, -1.375, -0.878], [4.707, -1.632, 0.462], [3.423, -1.557, 0.974], [0.333, -2.223, 1.174], [-1.299, -1.889, 1.635], [-1.091, -0.247, 1.177], [-2.120, 0.661, 1.219], [-3.395, 0.271, 1.454], [-3.666, -0.850, 1.842], [-4.440, 1.288, 1.061], [-5.225, 0.619, -0.463], [-3.773, -0.021, -1.198], [-2.727, 0.639, -1.648], [-1.862, -0.277, -2.045], [-2.315, -1.453, -1.870], [-3.523, -1.349, -1.330], [-4.312, -2.466, -0.914], [1.861, 3.817, 1.333], [3.073, 4.586, 0.301], [3.472, 3.100, 1.178], [3.018, 2.626, -1.244], [1.377, 3.319, -1.044], [1.763, -0.720, -1.846], [4.052, -0.856, -2.758], [5.938, -1.433, -1.276], [5.530, -1.892, 1.112], [3.240, -1.753, 2.020], [0.710, -3.221, 1.265], [-1.839, 1.583, 0.860], [-5.243, 1.346, 1.792], [-4.020, 2.269, 0.848], [-4.430, -2.437, 0.172], [-5.293, -2.431, -1.388], [-3.783, -3.371, -1.205]],
  "forces_ev_per_angstrom": [[-0.2, -0.3, -0.2], [0.1, 0.6, -0.1], [-0.1, -0.2, 0.1], [-0.2, 0.1, 0.1], [0.2, 0.1, -0.1], [-0.4, -0.2, 0.2], [-0.2, -0.2, 0.1], [0.2, -0.2, -0.1], [0.1, -0.1, 0.0], [-0.1, 0.0, -0.1], [0.1, 0.0, 0.1], [0.2, 0.0, 0.0], [-0.1, 0.0, 0.0], [-0.2, 0.2, 0.0], [0.6, 0.0, -0.1], [0.2, -0.3, -0.1], [0.0, 0.4, 0.2], [0.0, 0.4, 0.2], [-0.3, 0.0, 0.1], [-0.1, -0.2, -0.3], [0.0, 0.2, 0.0], [-0.2, -0.5, -0.1], [-0.8, 0.7, 0.2], [1.0, 0.2, -0.4], [0.0, -1.4, -0.1], [0.2, 1.6, -0.1], [-0.3, -0.6, 0.3], [0.0, 0.0, 0.1], [0.1, 0.1, 0.0], [0.1, 0.0, 0.0], [-0.1, 0.0, 0.0], [0.2, -0.1, 0.0], [-0.1, 0.0, -0.1], [0.0, 0.0, -0.1], [0.1, 0.0, 0.0], [0.1, 0.0, 0.0], [0.0, 0.0, 0.1], [0.1, -0.2, 0.0], [-0.3, -0.2, 0.1], [0.1, 0.0, 0.1], [0.0, 0.0, 0.1], [0.0, 0.0, -0.1], [0.1, 0.0, 0.0], [0.0, 0.0, 0.0]],
  "homo_lumo_gap_ev": 8.62,
  "relative_energy_kcal_mol": 26.0,
  "homo_energy_ev": -8.29,
  "smiles": "CCOC(=O)c1c(-c2ccccc2)csc1NC(=O)CSc1nnnn1C",
  "total_charge": 0,
  "lumo_ev": 0.3,
  "e_tot_ev": -53168.2750
}

{
  "formula": "C19H23IrN6S",
  "method": "ωB97M-V with the def2-TZVPD basis set",
  "species": ["Ir", "C", "C", "C", "C", "C", "C", "C", "C", "C", "H", "H", "H", "H", "H", "H", "H", "H", "H", "H", "H", "H", "N", "C", "S", "N", "N", "C", "C", "C", "C", "C", "C", "N", "H", "H", "H", "H", "H", "H", "H", "N", "C", "C", "C", "N", "H", "H", "H", "H"],
  "xyz": [[-14.694, 4.936, -1.938], [-15.994, 4.071, 0.995], [-16.347, 4.235, -0.444], [-16.917, 5.421, -0.970], [-17.370, 5.542, -2.299], [-17.894, 6.846, -2.823], [-17.355, 4.373, -3.095], [-16.924, 3.131, -2.558], [-17.009, 1.906, -3.400], [-16.265, 3.116, -1.329], [-16.928, 3.757, 1.511], [-15.710, 5.014, 1.499], [-15.269, 3.271, 1.173], [-16.926, 6.306, -0.337], [-18.918, 7.034, -2.412], [-17.872, 6.853, -3.910], [-17.307, 7.734, -2.476], [-17.724, 4.377, -4.116], [-17.872, 1.973, -4.064], [-17.115, 0.973, -2.847], [-16.111, 1.797, -4.028], [-15.843, 2.210, -0.931], [-14.289, 4.980, -6.446], [-14.189, 5.170, -5.173], [-13.842, 3.970, -4.048], [-14.370, 6.503, -4.791], [-14.462, 6.705, -3.511], [-14.448, 7.901, -3.025], [-14.291, 8.101, -1.622], [-14.129, 9.397, -1.119], [-13.824, 9.569, 0.224], [-13.728, 8.460, 1.040], [-13.942, 7.194, 0.485], [-14.194, 7.014, -0.836], [-14.101, 4.005, -6.679], [-14.423, 5.659, -7.186], [-14.439, 8.742, -3.686], [-14.188, 10.241, -1.813], [-13.724, 10.572, 0.612], [-13.503, 8.520, 2.091], [-13.942, 6.324, 1.120], [-12.614, 2.799, -0.945], [-11.422, 2.648, -0.404], [-10.925, 3.923, -0.094], [-11.942, 4.773, -0.489], [-13.000, 4.106, -0.980], [-13.222, 2.084, -1.351], [-10.930, 1.709, -0.353], [-9.966, 4.154, 0.347], [-11.989, 5.854, -0.365]],
  "forces_ev_per_angstrom": [[0.3, 0.8, -0.4], [-0.5, 0.2, 0.8], [-0.2, -0.3, -0.6], [0.6, 0.5, 0.2], [0.0, -0.5, -0.3], [0.0, 0.8, 0.7], [-0.2, 0.0, 0.7], [0.5, 0.1, -0.9], [-0.1, -0.2, -0.4], [-0.4, 0.4, 0.7], [0.4, 0.1, -0.2], [0.0, -0.5, -0.4], [0.0, 0.3, -0.1], [-0.2, -0.2, 0.0], [0.6, -0.3, -0.6], [-0.4, 0.0, 0.0], [-0.3, -0.8, -0.1], [-0.1, 0.2, 0.1], [0.1, 0.0, -0.1], [0.1, 0.2, 0.3], [-0.1, 0.1, 0.1], [0.0, -0.4, 0.0], [0.5, -1.8, -0.4], [-0.6, 1.7, 1.0], [0.0, -0.9, 0.2], [-0.2, 0.9, -0.1], [0.0, -2.4, 0.2], [0.2, 0.9, -0.1], [0.2, 0.5, 0.4], [0.1, 0.0, -0.6], [-0.3, 0.4, 0.0], [-0.1, -0.5, -0.3], [-0.4, 0.3, -1.3], [0.1, -0.5, 1.5], [-0.2, 0.3, -0.8], [0.0, 0.3, 0.2], [0.0, 0.5, -0.4], [0.0, -0.2, 0.4], [0.2, 0.0, 0.1], [0.0, 0.2, 0.2], [0.2, -0.2, -0.1], [-1.4, -0.3, -0.6], [1.0, 1.0, -0.1], [-0.5, -0.6, -0.2], [0.4, 0.9, 0.9], [0.5, -0.4, 0.1], [0.4, 0.3, 0.3], [0.1, -0.7, 0.2], [-0.1, 0.0, -0.1], [0.1, -0.5, -0.3]],
  "spin_multiplicity": 6,
  "homo_lumo_gap_ev": [7.49, 6.11],
  "relative_energy_kcal_mol": 0.0,
  "homo_energy_ev": [-17.78, -18.60],
  "total_charge": 3,
  "lumo_ev": [-10.3, -12.5],
  "e_tot_ev": -42660.2987,
  "s_squared": 8.807
}

{
  "formula": "C6H14NO",
  "method": "ωB97M-V with the def2-TZVPD basis set",
  "species": ["C", "C", "C", "N", "C", "C", "C", "O", "H", "H", "H", "H", "H", "H", "H", "H", "H", "H", "H", "H", "H", "H"],
  "xyz": [[-0.259, 2.160, -2.571], [0.031, 0.794, -1.993], [0.167, 0.788, -0.448], [-0.634, -0.254, 0.179], [0.098, -1.260, 0.953], [-0.921, -2.089, 1.734], [1.127, -0.573, 1.931], [0.637, 0.487, 2.567], [-0.238, 2.150, -3.657], [0.398, 2.943, -2.208], [-1.265, 2.500, -2.282], [-0.694, 0.045, -2.273], [1.009, 0.448, -2.353], [-0.088, 1.762, -0.054], [1.205, 0.592, -0.219], [-1.300, 0.160, 0.812], [0.678, -1.886, 0.270], [-0.733, -3.153, 1.570], [-1.919, -1.881, 1.365], [-0.820, -1.936, 2.801], [2.045, -0.353, 1.302], [1.476, -1.443, 2.573]],
  "forces_ev_per_angstrom": [[-0.9, 0.2, 0.0], [1.1, 0.0, 0.7], [-0.3, -0.6, -0.5], [-0.5, -0.2, -0.4], [0.4, 0.7, 0.5], [0.5, -0.5, -0.5], [0.0, -0.3, -0.2], [-0.1, -0.1, 0.2], [0.1, 0.1, -0.2], [0.4, 0.0, 0.0], [0.1, -0.2, 0.0], [-0.4, -0.1, -0.2], [-0.2, 0.0, -0.4], [-0.1, 0.3, 0.3], [0.3, 0.3, 0.2], [0.2, 0.2, 0.2], [-0.1, -0.2, -0.2], [-0.1, -0.1, -0.1], [-0.3, 0.0, 0.2], [-0.2, 0.4, 0.2], [0.0, -0.1, 0.1], [0.0, 0.1, 0.1]],
  "homo_lumo_gap_ev": 6.23,
  "relative_energy_kcal_mol": 17.6,
  "homo_energy_ev": -2.44,
  "smiles": "CCCN[C@H](C)C[O-]",
  "total_charge": -1,
  "lumo_ev": 3.8,
  "e_tot_ev": -9985.8609
}